Entry 1:
# ClH10O5

A molecular structure, ClH10O5 (the ωB97M-V functional and the def2-TZVPD basis, the OMol25 dataset).

The geometry in XYZ format:
```
16
ClH10O5, DFT the ωB97M-V functional and the def2-TZVPD basis
Cl -0.505 0.279 -0.109
O 0.589 -0.486 1.915
H -0.083 -0.016 1.422
H 1.092 0.202 2.351
O -2.557 -0.163 -1.201
H -2.073 0.090 -1.987
H -2.124 0.309 -0.490
O 1.440 1.299 0.765
H 1.503 1.073 1.693
H 0.716 0.766 0.437
O -0.398 -2.242 0.515
H -0.125 -1.565 1.134
H -0.469 -1.786 -0.324
O 1.371 0.861 -2.011
H 0.821 0.845 -2.794
H 0.804 0.535 -1.312
```

Properties
Energy: -22919.1118 eV
ΔE to the lowest compared entry with this formula, charge and spin: 6.937 eV
Kohn-Sham gap: 8.945 eV
Charge: -1
E_LUMO: 3.82 eV

Results of the natural (NBO) charge analysis, in e, for atoms 1 through 8: atom 1 (Cl): -0.517, atom 2 (O): -0.950, atom 3 (H): 0.427, atom 4 (H): 0.433, atom 5 (O): -0.971, atom 6 (H): 0.448, atom 7 (H): 0.447, atom 8 (O): -0.934

Entry 2:
# C35H89N3O11

11 unconnected molecules or ions with the total composition C35H89N3O11 (the ωB97M-V functional and the def2-TZVPD basis, the OMol25 dataset).

The geometry in XYZ format:
```
138
C35H89N3O11, DFT the ωB97M-V functional and the def2-TZVPD basis
C -0.286 -3.427 3.770
O -0.903 -4.374 4.545
H -0.625 -2.409 3.962
H 0.783 -3.471 3.977
H -0.517 -3.653 2.729
H -0.590 -4.424 5.452
C -1.108 2.013 -1.743
O -1.742 0.819 -1.640
H -0.694 2.180 -2.738
H -1.842 2.796 -1.552
H -0.273 2.022 -1.043
H -2.500 0.901 -2.225
C 2.878 -2.408 0.980
O 2.035 -2.163 2.063
H 2.553 -3.115 0.217
H 2.975 -1.518 0.359
H 3.893 -2.579 1.340
H 1.222 -1.733 1.788
C -4.848 0.871 0.803
O -5.488 0.824 2.027
H -3.953 1.477 0.948
H -4.529 -0.099 0.422
H -5.515 1.468 0.182
H -5.139 0.020 2.420
C -0.180 -4.948 0.104
O -1.327 -5.396 0.740
H 0.448 -5.817 -0.090
H -0.489 -4.327 -0.737
H 0.381 -4.271 0.749
H -1.868 -5.977 0.199
C -1.426 -1.393 0.654
O -0.244 -0.637 0.518
H -2.097 -0.814 1.289
H -1.889 -1.545 -0.321
H -1.292 -2.350 1.158
H -0.277 -0.080 -0.263
C -4.103 -5.013 2.238
O -3.313 -3.916 1.904
H -3.536 -5.906 2.500
H -4.790 -4.762 3.046
H -4.770 -5.269 1.415
H -2.399 -4.168 2.055
C -4.853 -1.527 4.424
O -4.379 -1.539 3.065
H -4.034 -1.870 5.057
H -5.055 -0.501 4.730
H -5.674 -2.236 4.529
H -3.954 -2.382 2.892
C 0.993 3.022 4.255
C -0.315 2.816 3.495
C -0.820 1.425 3.981
C -2.319 1.075 3.664
C -3.165 2.197 4.262
C -2.769 3.659 3.839
N -1.333 3.827 3.852
O -0.878 5.068 3.554
C -3.264 3.996 2.465
C -3.364 4.648 4.862
C -0.003 2.790 1.960
H 1.694 2.188 4.225
H 0.835 3.187 5.321
H 1.588 3.895 3.988
H -0.269 0.609 3.514
H -0.581 1.306 5.037
H -2.610 0.107 4.073
H -2.415 0.948 2.586
H -3.233 2.165 5.350
H -4.187 1.965 3.961
H -2.978 4.999 2.150
H -2.834 3.455 1.622
H -4.352 3.960 2.504
H -2.919 4.448 5.837
H -3.085 5.679 4.646
H -4.449 4.563 4.925
H 0.776 2.061 1.737
H 0.369 3.749 1.602
H -0.792 2.674 1.217
H -0.317 5.292 4.300
C 2.669 5.748 -0.839
C 3.488 4.475 -0.926
C 2.769 3.499 0.034
C 3.033 1.988 -0.091
C 2.847 1.557 -1.508
C 3.508 2.438 -2.544
N 3.318 3.888 -2.312
O 3.779 4.841 -3.278
C 4.950 2.101 -2.528
C 2.861 2.030 -3.867
C 4.958 4.765 -0.524
H 3.131 6.448 -1.534
H 2.548 6.094 0.188
H 1.723 5.548 -1.342
H 2.919 3.859 1.052
H 1.702 3.583 -0.174
H 2.295 1.511 0.554
H 4.012 1.710 0.299
H 1.776 1.394 -1.624
H 3.276 0.561 -1.622
H 5.508 1.901 -1.613
H 5.218 1.216 -3.105
H 5.661 2.831 -2.914
H 3.204 2.593 -4.735
H 3.152 1.034 -4.200
H 1.781 2.105 -3.737
H 4.902 5.411 0.352
H 5.543 5.150 -1.360
H 5.526 3.925 -0.125
H 4.705 4.864 -3.027
C 0.770 -1.309 -2.980
C 0.233 -1.994 -4.268
C 1.172 -1.699 -5.449
C 2.456 -2.532 -5.467
C 2.134 -4.025 -5.516
C 1.098 -4.408 -4.338
N -0.038 -3.456 -4.167
O -0.996 -3.833 -3.138
C 0.517 -5.814 -4.779
C 1.955 -4.659 -3.080
C -1.035 -1.288 -4.601
H 1.605 -1.757 -2.439
H 0.915 -0.243 -3.152
H 0.024 -1.414 -2.192
H 0.702 -1.886 -6.414
H 1.437 -0.650 -5.318
H 3.205 -2.325 -6.231
H 3.054 -2.255 -4.599
H 3.105 -4.516 -5.453
H 1.699 -4.276 -6.484
H 1.319 -6.542 -4.659
H 0.012 -5.780 -5.744
H -0.205 -6.137 -4.029
H 1.320 -5.002 -2.263
H 2.463 -3.750 -2.757
H 2.774 -5.313 -3.377
H -1.596 -1.811 -5.376
H -1.811 -1.315 -3.836
H -0.903 -0.251 -4.908
H -1.818 -3.980 -3.611
```

Properties
Energy: -64721.5393 eV
ΔE to the lowest compared entry with this formula, charge and spin: 2.285 eV
Kohn-Sham gap (alpha / beta): 1.456 / 7.950 eV
Charge: -1
Multiplicity: 2
Expectation value of S²: 0.750
E_LUMO (alpha / beta): 2.07 / 2.00 eV

Results of the Löwdin charge analysis, in e, for atoms 1 through 8: atom 1 (C): -0.194, atom 2 (O): -0.109, atom 3 (H): 0.080, atom 4 (H): 0.082, atom 5 (H): 0.044, atom 6 (H): 0.080, atom 7 (C): -0.218, atom 8 (O): -0.184